(1)
{
  "formula": "C2H2O2Pb",
  "method": "ωB97M-V/def2-TZVPD",
  "e_above_lowest_ev": 3.3370,
  "homo_energy_ev": [-0.886, -3.047],
  "energy_ha": -420.507285,
  "spin_multiplicity": 2,
  "charge": -1,
  "species": ["H", "C", "C", "H", "O", "O", "Pb"],
  "xyz": [[-1.934419, -0.522866, -0.791223], [-0.822687, -0.523358, -0.908735], [0.259971, -0.331884, -1.486033], [0.768988, 0.163322, -2.300238], [-0.384513, 0.371627, 1.433711], [0.456428, -0.227055, 2.505483], [1.656231, 1.070213, 1.547035]],
  "forces_ev_per_angstrom": [[1.8927, -0.3581, 0.6430], [1.1879, 0.7781, -2.2180], [-3.4385, 0.1821, 0.6897], [0.5122, -0.6227, 0.6134], [-0.1676, 0.0726, 0.2112], [-1.4683, -1.6376, 1.2688], [1.4816, 1.5856, -1.2081]]
}

---

(2)
{
  "formula": "C6H12N2",
  "method": "ωB97M-V/def2-TZVPD",
  "e_above_lowest_ev": 1.4231,
  "homo_energy_ev": -8.593,
  "smiles": "[H]/N=C(/CC(=C)C)NC",
  "energy_ha": -345.275565,
  "species": ["C", "C", "C", "N", "C", "C", "C", "N", "H", "H", "H", "H", "H", "H", "H", "H", "H", "H", "H", "H"],
  "xyz": [[1.368559, 0.728232, -0.403775], [-1.816569, 0.416317, 1.397392], [0.679887, -1.769973, -0.473904], [-0.788695, 1.041084, 0.591100], [0.589565, 1.025432, 0.858093], [0.465138, -0.402588, -1.069903], [-0.070597, -0.256832, -2.304272], [1.105626, 0.861827, 2.023650], [-1.099817, 1.394285, -0.309129], [0.383834, 0.980415, 2.735803], [2.391814, 0.414624, -0.181720], [1.352359, 1.613910, -1.046269], [-2.709902, 1.046337, 1.415637], [-2.081356, -0.552955, 0.966096], [-1.524320, 0.241472, 2.434443], [0.385904, -1.788419, 0.579709], [1.736389, -2.047263, -0.530502], [0.116140, -2.545355, -1.002156], [-0.159936, 0.720254, -2.769768], [-0.324022, -1.120800, -2.910525]],
  "forces_ev_per_angstrom": [[-2.2102, -0.1614, -0.3380], [-0.1352, 0.2068, -0.0742], [-0.3302, -0.0091, 0.0622], [0.2782, 1.1652, 0.4924], [-0.6236, -1.5725, 0.8940], [2.4127, 0.1025, -1.9170], [0.6602, 0.0865, 1.1450], [-0.2572, 0.5333, -0.7734], [0.3261, -0.4239, 0.3804], [0.1179, -0.0314, 0.0428], [-0.3014, -0.0296, -0.1035], [0.2100, -0.1438, -0.1000], [0.0452, -0.1076, 0.0550], [-0.1094, -0.0829, 0.0304], [0.1959, 0.1642, -0.1810], [0.0920, -0.0290, -0.0208], [-0.0177, 0.1284, 0.1137], [-0.0318, 0.2044, 0.0519], [0.1899, -0.0715, -0.0454], [-0.5115, 0.0713, 0.2856]]
}

---

(3)
{
  "formula": "C5H12NO",
  "method": "ωB97M-V/def2-TZVPD",
  "e_above_lowest_ev": 1.9863,
  "homo_energy_ev": -14.675,
  "smiles": "CCC[C@@H]([NH3+])C=O",
  "energy_ha": -327.386590,
  "charge": 1,
  "species": ["O", "C", "C", "C", "C", "C", "N", "H", "H", "H", "H", "H", "H", "H", "H", "H", "H", "H", "H"],
  "xyz": [[-1.496277, 1.993561, -1.925527], [-0.755659, 1.876464, -0.959050], [-0.792401, 0.469376, -0.423477], [-0.086700, 0.208264, 1.092542], [1.465558, -0.111159, 0.886771], [1.928401, -1.396693, 0.060954], [-2.155595, -0.167656, -0.487690], [0.119441, 2.586267, -0.692481], [-0.200264, -0.137847, -1.184681], [-0.299204, 1.086391, 1.801814], [-0.467477, -0.664409, 1.510771], [1.932987, -0.192559, 1.901307], [2.030927, 0.763634, 0.398332], [1.184967, -2.149007, -0.128542], [2.339023, -1.100684, -1.037790], [2.693194, -1.965145, 0.538277], [-2.624960, -0.197597, -1.409967], [-2.766173, 0.265943, 0.284706], [-2.049788, -1.167144, -0.226268]],
  "forces_ev_per_angstrom": [[0.7306, 1.2557, 1.3831], [-0.1420, -0.4637, -2.4034], [2.6316, -1.8880, 2.2300], [1.0542, 2.0225, -2.7377], [1.1994, 0.8027, -0.1817], [-0.1720, 1.8962, -2.5017], [-0.9374, -0.0837, 1.7906], [-1.5316, -0.8010, -0.0946], [-0.3834, 0.7985, 1.0586], [0.4813, -1.2112, -1.2107], [-1.1360, -1.5425, 0.7517], [-0.6160, 0.1233, -0.7368], [-1.1016, -1.0118, 0.8048], [-0.8978, -0.1543, -0.0015], [-0.9155, -0.5814, 2.6456], [0.8093, 0.0852, 0.5412], [0.2490, 0.8262, 0.3752], [0.6488, -0.7113, -1.7135], [0.0289, 0.6388, 0.0010]]
}

---

(4)
{
  "formula": "C13H41AlNO6S5",
  "method": "ωB97M-V/def2-TZVPD",
  "homo_energy_ev": -3.312,
  "energy_ha": -3259.316470,
  "charge": -1,
  "species": ["C", "C", "O", "C", "Al", "N", "H", "H", "H", "H", "H", "H", "H", "H", "H", "H", "H", "C", "S", "O", "C", "H", "H", "H", "H", "H", "H", "C", "S", "O", "C", "H", "H", "H", "H", "H", "H", "C", "S", "O", "C", "H", "H", "H", "H", "H", "H", "C", "S", "O", "C", "H", "H", "H", "H", "H", "H", "C", "S", "O", "C", "H", "H", "H", "H", "H", "H"],
  "xyz": [[-3.132556, -5.739760, -4.066967], [-1.842867, -4.923779, -4.002710], [-2.032054, -3.809063, -3.189965], [-0.790322, -3.250753, -2.672454], [-0.026547, -1.737503, -3.856250], [0.118582, -0.176395, -2.815944], [-3.669689, -5.644295, -3.124775], [-2.934640, -6.792811, -4.271664], [-3.772890, -5.338626, -4.857223], [-1.009190, -5.537576, -3.636434], [-1.573245, -4.580891, -5.014876], [-0.080281, -4.066011, -2.474808], [-1.055352, -2.817656, -1.700574], [1.406356, -2.247605, -4.464293], [-1.091215, -1.517911, -5.091032], [-0.322787, -0.277099, -1.904876], [-0.320610, 0.625491, -3.250783], [1.336930, 1.329511, 1.870129], [0.338345, -0.151060, 1.692730], [-0.150857, -0.186884, 0.294187], [-1.019964, 0.435151, 2.723031], [2.228317, 1.203491, 1.260324], [0.778523, 2.195682, 1.523401], [1.623724, 1.446675, 2.913340], [-1.417580, 1.360061, 2.303578], [-0.658210, 0.594198, 3.739537], [-1.789467, -0.334118, 2.720558], [3.748871, -3.130017, 2.119893], [4.320814, -1.730456, 3.090224], [3.103777, -1.052074, 3.600474], [4.893104, -0.761414, 1.688993], [3.300082, -3.843975, 2.807001], [3.003313, -2.789451, 1.401329], [4.596353, -3.589348, 1.610841], [4.064321, -0.602121, 0.999071], [5.710007, -1.286487, 1.193884], [5.246521, 0.193849, 2.071868], [3.596620, 5.646685, 4.206762], [2.599088, 4.160521, 4.032429], [2.100177, 4.147656, 2.633527], [1.243728, 4.731126, 5.056701], [4.486282, 5.519478, 3.593593], [3.022747, 6.505797, 3.859950], [3.881306, 5.770920, 5.251628], [0.842399, 5.653934, 4.650516], [1.595066, 4.891331, 6.075568], [0.480419, 3.954799, 5.049043], [-2.356775, 8.341249, 4.920580], [-0.606690, 8.676084, 5.134244], [-0.024008, 7.481141, 5.802957], [-0.801429, 9.932645, 6.403247], [-2.450002, 7.539684, 4.191229], [-2.783453, 8.028822, 5.873376], [-2.853050, 9.236989, 4.547573], [-1.338322, 9.508984, 7.251691], [-1.341612, 10.783703, 5.988861], [0.193755, 10.244398, 6.712155], [-2.445229, -6.165382, -7.672491], [-3.703406, -7.423704, -7.446960], [-3.101547, -8.508390, -6.630166], [-3.687696, -8.004605, -9.151376], [-2.265746, -5.699871, -6.706241], [-1.530115, -6.633092, -8.035555], [-2.805421, -5.416418, -8.377801], [-2.683024, -8.339858, -9.408727], [-4.006012, -7.197457, -9.811358], [-4.385666, -8.836139, -9.223721]],
  "forces_ev_per_angstrom": [[0.1110, 0.2739, -0.1983], [-0.0743, 0.2290, -0.1554], [-0.1482, -0.4318, 0.5175], [0.1400, 0.6759, -0.3485], [-0.1357, -0.1041, 0.1502], [-0.1575, -0.3321, -0.1453], [0.0400, -0.0688, 0.0749], [-0.0383, -0.0043, -0.0653], [-0.1628, -0.0922, 0.0815], [-0.0093, -0.0414, 0.0884], [0.2182, -0.1274, -0.0500], [-0.0617, -0.1474, 0.0522], [-0.0369, -0.0733, 0.0492], [0.1278, 0.0300, -0.0477], [0.0326, -0.0011, -0.1125], [0.2280, 0.1340, -0.0636], [0.0166, 0.0942, -0.0053], [-0.0585, -0.0337, 0.0056], [0.1520, -0.1908, 0.0312], [-0.1757, 0.0813, 0.1553], [-0.0671, 0.0718, 0.0372], [-0.0081, -0.0206, -0.0183], [-0.0172, 0.0002, -0.0279], [0.0396, -0.0574, 0.0057], [0.0179, -0.0082, -0.0291], [0.0094, -0.0196, -0.0042], [0.0073, -0.0159, -0.0217], [0.0007, -0.0552, -0.0522], [0.0081, -0.0654, -0.1954], [-0.0781, 0.1471, 0.2214], [0.0375, 0.0262, -0.0510], [0.0018, 0.0116, 0.0261], [-0.0042, 0.0317, 0.0179], [-0.0042, -0.0065, 0.0011], [-0.0135, -0.0285, 0.0117], [0.0011, 0.0072, -0.0036], [-0.0071, 0.0004, 0.0268], [0.0504, 0.0663, 0.0411], [0.0282, -0.0119, 0.0345], [0.0205, 0.1362, -0.0398], [-0.0179, -0.1321, 0.0292], [-0.0076, -0.0259, -0.0134], [-0.0313, -0.0257, -0.0082], [0.0075, -0.0024, 0.0001], [-0.0045, 0.0588, -0.0044], [-0.0079, 0.0075, 0.0092], [0.0311, -0.0305, -0.0154], [-0.0785, 0.0111, -0.0027], [0.0231, -0.0029, -0.0349], [-0.0154, 0.0880, 0.0430], [-0.0438, 0.0484, 0.0475], [0.0294, -0.0046, -0.0087], [0.0318, -0.0083, 0.0115], [-0.0004, -0.0035, -0.0156], [0.0070, -0.0313, -0.0108], [0.0097, 0.0072, -0.0048], [0.0180, -0.0171, -0.0181], [0.0486, 0.0249, -0.0024], [-0.0120, 0.0782, 0.0085], [0.0325, -0.1005, -0.0215], [-0.0155, -0.0004, -0.0822], [-0.0080, -0.0008, 0.0041], [-0.0096, -0.0289, 0.0121], [-0.0128, 0.0126, 0.0185], [0.0107, 0.0034, 0.0387], [-0.0070, -0.0023, -0.0016], [-0.0076, -0.0026, 0.0276]]
}

---

(5)
{
  "formula": "C2H8N5O",
  "method": "ωB97M-V/def2-TZVPD",
  "e_above_lowest_ev": 3.4461,
  "homo_energy_ev": -12.450,
  "energy_ha": -429.658549,
  "charge": 1,
  "species": ["C", "C", "N", "N", "N", "N", "N", "O", "H", "H", "H", "H", "H", "H", "H", "H"],
  "xyz": [[-0.166721, -1.747205, -0.563436], [0.836749, 1.922342, 1.449407], [1.050168, 0.693098, 1.645183], [-1.272333, -3.107489, -2.262402], [0.220288, 4.270022, 1.015879], [-0.455170, -2.912834, -1.109091], [0.408686, 3.051870, 1.380858], [0.253011, -1.497207, 0.554904], [-0.353206, -0.969661, -1.413627], [0.585075, 0.092490, 1.048284], [1.501418, 0.213602, 2.467738], [-0.894510, -3.575703, -3.018523], [-1.660853, -2.142372, -2.481969], [-0.754426, 4.553677, 0.784560], [0.980011, 4.910963, 1.003460], [-0.278187, -3.755593, -0.501226]],
  "forces_ev_per_angstrom": [[-0.5575, 1.5416, -2.9466], [-2.0418, 5.8373, 0.2956], [2.1743, 0.3396, 2.9093], [-2.0695, 3.5435, 2.8103], [-1.7559, 1.1167, -0.7293], [0.6075, -2.9088, 0.9833], [1.7288, -5.6686, 0.4491], [-0.0479, -0.2769, 0.0576], [0.2418, -0.3649, 1.5550], [-1.0076, -2.7007, -2.1634], [-0.7508, 1.2446, -0.9719], [1.6877, -0.7413, -1.5608], [0.5813, -2.0534, -0.0933], [1.3448, -0.3033, 0.6938], [0.5103, 0.2882, -0.2388], [-0.6454, 1.1065, -1.0498]]
}

---

(6)
{
  "formula": "H18O9",
  "method": "ωB97M-V/def2-TZVPD",
  "e_above_lowest_ev": 5.4153,
  "homo_energy_ev": -10.855,
  "smiles": "O.O.O.O.O.O.O.O.O",
  "energy_ha": -687.826785,
  "species": ["O", "H", "H", "O", "H", "H", "O", "H", "H", "O", "H", "H", "O", "H", "H", "O", "H", "H", "O", "H", "H", "O", "H", "H", "O", "H", "H"],
  "xyz": [[2.480296, -1.922370, 0.702481], [2.729296, -2.060370, -0.275519], [1.656296, -2.368370, 0.994481], [3.415296, 0.066630, -0.932519], [2.963296, -0.077370, -0.090519], [3.945296, 1.038630, -1.024519], [0.091296, -1.032370, -2.350519], [0.240296, -0.431370, -2.965519], [-0.053704, -0.616370, -1.386519], [-0.117704, -2.919370, 0.883481], [-0.927704, -2.383370, 1.295481], [-0.261704, -3.274370, 0.069481], [-2.802704, -1.122370, -1.353519], [-2.595704, -1.234370, -0.438519], [-1.976704, -0.990370, -1.578519], [1.730296, 2.980630, 0.423481], [0.998296, 2.781630, 0.986481], [2.220296, 2.245630, 0.838481], [-0.901704, 2.440630, 1.718481], [-1.206704, 1.699630, 2.184481], [-1.766704, 3.101630, 1.701481], [-0.325704, 0.108630, 0.358481], [0.223296, -0.291370, 0.925481], [-0.539704, 0.843630, 0.842481], [-3.359704, 1.282630, -0.289519], [-3.197704, 0.252630, -0.639519], [-2.659704, 1.881630, -0.599519]],
  "forces_ev_per_angstrom": [[0.6397, 0.1591, -1.2959], [-1.1324, -0.0691, 2.3236], [0.5431, 0.0334, -1.0693], [2.3251, 3.6316, -1.2382], [0.3414, 0.6074, 0.1930], [-2.6292, -4.2283, 1.0078], [-2.0168, -3.9307, 7.5885], [1.1178, 4.7217, -3.9329], [1.0152, -0.6190, -3.3817], [-1.3936, 3.3080, 5.7247], [2.5666, -2.1598, -2.0340], [-1.3549, -1.2811, -3.6426], [-6.1840, -1.1465, 1.9432], [-0.5376, -0.8554, 1.6166], [6.9620, 1.1864, -3.5080], [1.0595, -1.1671, 0.5749], [-2.0347, 0.8558, 0.3037], [1.0124, 0.4208, -0.9098], [-2.5746, 4.2520, -0.9446], [-1.0560, -1.4387, 1.4709], [3.3831, -2.6685, -0.0260], [-2.2607, -0.9267, -4.3015], [3.7835, -3.1703, 2.8348], [-1.3586, 3.6416, 0.8677], [0.3619, -2.5837, -0.3926], [-0.3442, 4.2619, 0.3647], [-0.2340, -0.8346, -0.1371]]
}

---

> Which formula does entry 6 have?

H18O9